{"formula": "C44H78N6O7", "method": "wB97M-V/def2-TZVPD", "symbols": ["C", "C", "C", "O", "C", "N", "H", "H", "H", "H", "H", "H", "H", "H", "H", "H", "H", "C", "C", "C", "O", "C", "N", "H", "H", "H", "H", "H", "H", "H", "H", "H", "H", "H", "C", "C", "C", "O", "C", "N", "H", "H", "H", "H", "H", "H", "H", "H", "H", "H", "H", "C", "C", "C", "O", "C", "N", "H", "H", "H", "H", "H", "H", "H", "H", "H", "H", "H", "C", "C", "C", "O", "C", "N", "H", "H", "H", "H", "H", "H", "H", "H", "H", "H", "H", "C", "C", "C", "C", "C", "C", "H", "H", "H", "H", "H", "H", "C", "C", "C", "C", "C", "C", "H", "H", "H", "H", "H", "H", "C", "C", "C", "C", "C", "C", "H", "H", "H", "H", "H", "H", "C", "C", "C", "C", "C", "C", "N", "O", "O", "H", "H", "H", "H", "H"], "positions_angstrom": [[-4.6215, -7.6560, 2.5076], [-3.7896, -7.0917, 1.3128], [-2.8259, -5.9506, 1.8272], [-3.4396, -4.9150, 2.4489], [-2.4393, -4.0804, 2.9752], [-3.1688, -8.2866, 0.8281], [-5.3188, -6.8718, 2.8025], [-3.9183, -7.9859, 3.2722], [-5.1493, -8.5539, 2.1862], [-4.4941, -6.7030, 0.5775], [-2.2722, -5.5090, 0.9986], [-2.0253, -6.4270, 2.3931], [-1.8825, -4.5340, 3.7952], [-2.8537, -3.2208, 3.5019], [-1.8172, -3.5576, 2.2487], [-3.7200, -9.1321, 0.7893], [-2.4351, -8.5459, 1.4719], [-3.7789, 1.2987, 0.4867], [-4.8756, 0.7263, 1.3005], [-5.4240, -0.5759, 0.8184], [-4.5007, -1.6513, 1.0253], [-5.0112, -2.7708, 0.3743], [-4.3056, 0.6023, 2.6537], [-3.5087, 2.2070, 1.0253], [-4.1322, 1.5709, -0.5079], [-2.8807, 0.7067, 0.3105], [-5.7003, 1.4388, 1.3174], [-5.6042, -0.3289, -0.2278], [-6.3536, -0.7746, 1.3519], [-5.2469, -2.5546, -0.6677], [-5.8618, -3.1821, 0.9180], [-4.2415, -3.5391, 0.4477], [-3.6335, 1.3401, 2.8089], [-3.7636, -0.2381, 2.5124], [1.9118, 7.2500, -1.5049], [3.0469, 6.9486, -2.4887], [2.4748, 6.0628, -3.6321], [1.8738, 4.8531, -3.0961], [0.9663, 4.2338, -4.0593], [3.6002, 8.1371, -3.1734], [1.7905, 6.4359, -0.7904], [0.9933, 7.6442, -1.9398], [2.2648, 8.1162, -0.9453], [3.8389, 6.3733, -2.0091], [3.3366, 5.7151, -4.2018], [1.9385, 6.6224, -4.3985], [0.0914, 4.7734, -4.4221], [0.4594, 3.3787, -3.6120], [1.5780, 3.8826, -4.8904], [4.5742, 8.0153, -3.4112], [3.0456, 8.4838, -3.9431], [-3.9188, -1.3803, -3.2251], [-4.1087, -1.8511, -4.6422], [-2.8591, -2.3023, -5.5094], [-3.2269, -2.4891, -6.8269], [-2.1570, -2.9649, -7.6596], [-5.1117, -2.8925, -4.6412], [-3.3144, -0.4807, -3.3412], [-3.2764, -2.1332, -2.7684], [-4.8272, -1.2314, -2.6414], [-4.5532, -0.9478, -5.0599], [-2.5759, -3.3235, -5.2545], [-2.0106, -1.6182, -5.5057], [-1.6703, -3.8605, -7.2735], [-1.3623, -2.2257, -7.7601], [-2.4235, -3.1347, -8.7028], [-5.8278, -2.5531, -4.0149], [-4.6521, -3.6956, -4.2364], [0.3983, 6.2061, 3.1311], [1.1136, 4.9295, 3.1802], [0.4485, 3.9016, 4.1652], [1.0807, 2.5759, 4.3156], [0.6817, 1.9602, 5.4345], [1.3675, 4.3423, 1.8810], [0.3361, 6.7354, 4.0819], [-0.6713, 6.1540, 2.9281], [0.8632, 6.8117, 2.3531], [2.1112, 5.2020, 3.5248], [-0.5860, 3.8666, 3.8234], [0.3767, 4.5009, 5.0728], [1.0448, 2.4228, 6.3522], [1.1615, 0.9905, 5.5670], [-0.3770, 1.7732, 5.6144], [1.5278, 3.3562, 2.0295], [0.5146, 4.3092, 1.3410], [0.3925, 0.7721, -1.1753], [1.4170, 1.2814, -0.3730], [1.3859, 1.0317, 1.0250], [0.3503, 0.2608, 1.4991], [-0.5279, -0.3852, 0.6100], [-0.5697, -0.1617, -0.7025], [0.5387, 0.9650, -2.2278], [2.2220, 1.8602, -0.8012], [2.1608, 1.4974, 1.6158], [0.4066, 0.1218, 2.5686], [-0.9382, -1.3333, 0.9249], [-1.1977, -0.7313, -1.3715], [2.6496, -0.9816, -6.7250], [3.1915, 0.2901, -6.9184], [3.1280, 1.1532, -5.8331], [2.8186, 0.6687, -4.5708], [2.2732, -0.5916, -4.4253], [2.1949, -1.4493, -5.4872], [2.5971, -1.5749, -7.6259], [3.6189, 0.6492, -7.8430], [3.5308, 2.1390, -6.0129], [3.0389, 1.3809, -3.7894], [2.0234, -0.8769, -3.4141], [1.7770, -2.4404, -5.3903], [2.5447, -5.4248, 4.6847], [1.4763, -4.7251, 5.0926], [1.4076, -3.3498, 4.8134], [2.4691, -2.7587, 4.1028], [3.5827, -3.4777, 3.7480], [3.6034, -4.8405, 3.9139], [2.5283, -6.4816, 4.9068], [0.6152, -5.1811, 5.5584], [0.4924, -2.8101, 5.0077], [2.4109, -1.7293, 3.7812], [4.2821, -3.0008, 3.0773], [4.4824, -5.3794, 3.5926], [4.6467, 2.8853, 1.6171], [5.4395, 1.8201, 1.0656], [5.9568, 0.9448, 1.9453], [5.6817, 0.9746, 3.3644], [4.8090, 1.9341, 3.7480], [4.2603, 2.8804, 2.8945], [6.4044, 0.0959, 4.2965], [7.4384, -0.5531, 3.9955], [5.7806, 0.0390, 5.3100], [4.2066, 3.6578, 1.0040], [5.9392, 1.9627, 0.1189], [6.7851, 0.3895, 1.5305], [4.4592, 1.9857, 4.7685], [3.5085, 3.4630, 3.4062]], "mulliken_charge": [-1.45, 0.31, -0.71, -0.38, -1.02, -0.75, 0.28, 0.33, 0.47, 0.28, 0.38, 0.57, 0.43, 0.40, 0.35, 0.26, 0.28, -1.55, 0.58, -0.68, -0.22, -0.53, -0.83, 0.50, 0.41, 0.23, 0.36, 0.25, 0.34, 0.23, 0.32, 0.00, 0.27, 0.30, -1.45, 0.49, -0.83, -0.17, -0.60, -0.68, 0.27, 0.30, 0.44, 0.37, 0.33, 0.39, 0.32, 0.09, 0.25, 0.26, 0.23, -1.31, 0.27, -0.69, -0.32, -0.77, -0.72, 0.31, 0.32, 0.35, 0.31, 0.33, 0.42, 0.30, 0.31, 0.28, 0.32, 0.28, -1.86, 0.74, -0.94, 0.06, -1.03, 0.00, 0.43, 0.42, 0.37, 0.28, 0.32, 0.45, 0.38, 0.28, 0.36, -0.51, 0.28, -0.57, -0.78, 0.41, -1.37, 0.30, -0.78, 0.62, 0.46, 0.21, 0.64, 0.25, 0.61, -0.23, -0.50, -0.39, -0.49, -0.19, -0.71, 0.32, 0.39, 0.38, 0.50, 0.48, 0.44, -0.36, -0.44, -0.38, -0.20, -0.55, -0.42, 0.32, 0.37, 0.42, 0.51, 0.36, 0.37, -0.41, -0.52, -0.44, -0.33, -0.27, -0.17, 0.82, -0.79, -0.76, 0.40, 0.44, 0.38, 0.35, 0.25], "e_tot_ev": -70155.87604, "spin_multiplicity": 2, "e_homo_ev": [-1.106, -5.021], "charge": -1}